# C34H79AgClN7O15

A structure of composition C34H79AgClN7O15 in a non-equilibrium geometry (wB97M-V/def2-TZVPD, the OMol25 dataset).

Positions of all 137 atoms, in Å:
Ag: 27.5842 17.2949 -25.0430
Cl: 27.9336 16.3619 -19.5489
O: 26.6203 15.9002 -19.5642
O: 28.7308 15.3336 -20.2751
O: 27.9646 17.7162 -20.1164
O: 28.4423 16.4253 -18.2512
C: 30.5566 14.4433 -27.1051
C: 29.5884 15.3610 -26.8494
C: 28.2789 15.4162 -27.5795
O: 27.2443 16.0823 -27.2603
C: 28.0530 14.5312 -28.5991
C: 29.0483 13.5278 -29.0302
C: 30.3839 13.4556 -28.0867
O: 31.0604 12.4507 -28.1953
O: 28.8343 12.7468 -29.9226
O: 29.8566 16.1810 -25.9518
H: 31.4410 14.3886 -26.4877
H: 27.1278 14.7481 -29.1122
C: 23.4812 12.7215 -27.0159
C: 23.8691 13.0801 -28.4459
C: 24.0033 14.6347 -28.4430
O: 22.9467 15.4833 -28.2440
C: 21.8290 15.3751 -29.1175
N: 25.1913 12.5669 -28.6402
H: 23.3192 11.6506 -26.8932
H: 22.5359 13.1969 -26.7542
H: 24.1827 13.0460 -26.2473
H: 23.0986 12.8327 -29.1761
H: 24.5788 14.9699 -29.3058
H: 24.6756 14.9693 -27.6530
H: 21.1339 14.6182 -28.7542
H: 22.1218 15.1925 -30.1514
H: 21.3459 16.3506 -29.0601
H: 25.9224 13.1164 -28.2118
H: 25.2599 11.6914 -28.1414
C: 29.4439 20.5228 -22.5203
C: 28.5951 19.7568 -23.5876
C: 28.9319 20.1288 -25.0985
O: 28.8139 19.0762 -26.0413
C: 29.5701 19.2200 -27.2900
N: 28.6478 18.3307 -23.3546
H: 29.1771 20.3885 -21.4721
H: 29.4823 21.5865 -22.7552
H: 30.4755 20.2090 -22.6801
H: 27.5471 20.0459 -23.5090
H: 29.9230 20.5823 -25.1014
H: 28.2908 20.9649 -25.3777
H: 30.5780 19.4327 -26.9338
H: 29.1702 20.1000 -27.7938
H: 29.5816 18.3655 -27.9667
H: 29.6216 18.1729 -23.1381
H: 28.2914 18.1553 -22.4260
C: 28.4355 13.0464 -24.3247
C: 27.4373 14.2299 -24.0021
C: 26.4365 13.6959 -22.9484
O: 25.3993 14.6822 -22.6544
C: 24.3121 14.0389 -21.9544
N: 28.2282 15.3756 -23.4889
H: 29.3022 13.3116 -24.9302
H: 27.9543 12.2220 -24.8508
H: 28.9007 12.6853 -23.4076
H: 26.9371 14.6228 -24.8872
H: 26.9213 13.4798 -21.9964
H: 26.2094 12.6866 -23.2916
H: 24.6476 13.9472 -20.9214
H: 23.9358 13.1444 -22.4507
H: 23.4900 14.7408 -22.0942
H: 29.2100 15.3276 -23.7207
H: 28.2672 15.2478 -22.4878
C: 23.6913 17.5814 -19.9789
C: 23.8137 18.9857 -20.6328
C: 23.8833 20.0156 -19.4889
O: 22.7417 19.9705 -18.6482
C: 22.4712 21.1237 -17.8823
N: 25.1099 18.9436 -21.3137
H: 23.7033 16.7885 -20.7267
H: 22.6936 17.5065 -19.5464
H: 24.4798 17.4268 -19.2425
H: 23.0083 19.0764 -21.3617
H: 23.9313 20.9808 -19.9929
H: 24.8148 19.8716 -18.9414
H: 23.2904 21.6666 -17.4108
H: 21.6964 20.8872 -17.1531
H: 22.0368 21.8426 -18.5770
H: 25.7119 18.4598 -20.6628
H: 25.3868 19.9128 -21.2505
C: 26.6562 17.0410 -31.0227
C: 27.1632 18.2648 -30.5155
C: 28.5976 18.6284 -31.0860
O: 29.2351 19.7256 -30.3242
C: 30.4599 20.0606 -30.8670
N: 26.2663 19.3833 -30.6429
H: 27.2392 16.1213 -30.9743
H: 26.3480 17.0964 -32.0668
H: 25.7642 16.7138 -30.4884
H: 27.2970 17.9834 -29.4710
H: 28.5026 18.8890 -32.1402
H: 29.3165 17.8100 -31.0481
H: 30.3815 20.2619 -31.9354
H: 31.2056 19.2914 -30.6660
H: 31.0053 20.7971 -30.2768
H: 26.1111 19.5554 -31.6259
H: 26.7327 20.2608 -30.4623
C: 35.7379 20.5646 -24.0518
C: 34.4280 21.3612 -24.2846
C: 33.0818 20.6818 -23.8874
O: 32.6926 19.6933 -24.7560
C: 32.6490 18.3668 -24.2209
N: 34.6690 22.5733 -23.5479
H: 35.5608 19.4908 -23.9900
H: 36.2768 20.7634 -23.1254
H: 36.5140 20.8744 -24.7516
H: 34.3579 21.6369 -25.3368
H: 32.3216 21.4627 -23.9073
H: 33.0816 20.3106 -22.8626
H: 33.6167 18.1366 -23.7753
H: 32.3684 17.7305 -25.0603
H: 31.8168 18.3114 -23.5192
H: 35.5991 22.9515 -23.6571
H: 34.6939 22.2658 -22.5862
C: 23.3323 17.3412 -23.8145
C: 24.6768 17.3946 -24.6119
C: 24.8778 18.7593 -25.3052
O: 26.0482 18.6808 -26.0762
C: 26.0628 19.2246 -27.3660
N: 25.8102 17.1832 -23.6776
H: 23.2770 16.9336 -22.8051
H: 22.6042 16.6781 -24.2818
H: 22.8970 18.3138 -23.5846
H: 24.6046 16.6301 -25.3854
H: 24.8620 19.5925 -24.6026
H: 23.9068 18.8471 -25.7925
H: 25.3743 18.5136 -27.8226
H: 27.1127 19.1225 -27.6405
H: 25.8986 20.2952 -27.4886
H: 25.5942 16.2702 -23.3034
H: 25.6468 17.7558 -22.8619

* 2S+1: 2
* ⟨S²⟩: 0.776
* charge: -1
* electronic energy: -94189.160 eV
* highest occupied orbital energy (alpha / beta): -4.62 / -4.60 eV
* Kohn-Sham gap (alpha / beta): 6.84 / 4.39 eV

# C3H9NO

A cluster of 2 separate species, C3H9NO in total in a non-equilibrium geometry (wB97M-V/def2-TZVPD, the OMol25 dataset).

Positions of all 14 atoms, in Å:
C: 1.4046 1.3544 0.6704
O: 2.0669 0.9104 -0.5388
H: 2.0579 2.0779 1.1599
H: 0.4795 1.8632 0.3994
H: 1.2345 0.4728 1.2778
C: -1.1954 -1.4915 -0.1775
C: -2.0136 -0.7465 0.5715
N: -0.1480 -1.0445 -0.9475
H: -1.5183 -2.4911 -0.4647
H: -3.0574 -1.0351 0.6160
H: -1.8144 0.2774 0.8485
H: 0.7077 -1.5572 -1.0824
H: 1.7497 1.4801 -1.2508
H: 0.0465 -0.0705 -1.0818

* 2S+1: 1
* energy above the lowest of the compared OMol25 structures with the same formula, charge and spin: 2.1025 eV
* SMILES string: C=CN.CO
* electronic energy: -6792.953 eV
* highest occupied orbital energy: -8.18 eV
* Kohn-Sham gap: 8.99 eV